Molecular formula: C50H70N8O15
Method: DFT, the ωB97M-V functional and the def2-TZVPD basis

Structure (XYZ):
```
143
Properties=species:S:1:pos:R:3:lowdin_charge:R:1
N -3.95997 2.25775 -1.89855 0.063
C -2.69779 2.65636 -2.24564 -0.129
C -2.29036 2.74240 -3.58721 -0.072
C -3.11289 2.22953 -4.60620 -0.063
C -4.44833 1.81208 -4.30008 -0.044
C -4.76389 1.81503 -2.92728 -0.130
H -2.09240 3.09020 -1.46354 0.074
H -1.38757 3.24463 -3.90207 0.079
H -2.76531 2.21202 -5.62859 0.095
H -5.11124 1.40392 -5.04866 0.096
H -5.67732 1.47284 -2.46365 0.094
N 3.60678 -4.70124 -4.90347 0.063
C 3.55809 -4.82923 -3.55134 -0.156
C 3.78187 -3.75039 -2.73554 -0.076
C 3.90902 -2.44421 -3.32862 -0.043
C 3.84870 -2.32495 -4.71016 -0.068
C 3.78359 -3.52511 -5.45528 -0.181
H 3.32971 -5.79923 -3.13500 0.103
H 3.77946 -3.86759 -1.66192 0.069
H 3.99206 -1.56600 -2.70552 0.080
H 4.11794 -1.41571 -5.22707 0.101
H 3.85414 -3.52906 -6.53297 0.100
N -2.82913 -4.95703 1.68701 0.045
C -2.15666 -5.86181 2.44442 -0.152
C -1.02780 -5.52353 3.15629 -0.064
C -0.65431 -4.15176 3.16800 -0.069
C -1.51023 -3.22687 2.59652 -0.064
C -2.59219 -3.65262 1.82114 -0.134
H -2.49263 -6.86472 2.22600 0.102
H -0.36595 -6.25631 3.59376 0.099
H 0.27558 -3.86379 3.63574 0.077
H -1.33192 -2.16646 2.69713 0.075
H -3.29957 -3.03285 1.29020 0.107
C 0.43950 -0.31772 -6.99233 -0.099
C 0.67010 -1.85867 -7.04535 -0.220
C 0.29190 -2.68127 -5.80539 -0.171
C -0.83316 -2.26326 -4.91799 -0.219
N -1.70427 -1.90787 -4.28947 0.160
H 1.01039 0.15619 -6.19385 0.063
H -0.59885 -0.09707 -6.74485 0.057
H 0.73079 0.26445 -7.86659 0.068
H 1.73854 -1.94271 -7.24401 0.089
H 0.18899 -2.29991 -7.91824 0.105
H 1.16522 -2.86794 -5.18043 0.076
H 0.06649 -3.71012 -6.08604 0.108
C -0.72038 -0.67445 5.60021 -0.074
C 0.80866 -1.10254 5.32147 -0.239
C 1.44288 -1.61271 6.62539 -0.198
C 1.87660 -0.62453 7.60304 -0.209
N 2.21888 0.17365 8.39431 0.133
H -1.20677 -0.14830 4.77881 0.049
H -0.73493 -0.21130 6.58682 0.065
H -1.23897 -1.63318 5.59803 0.058
H 1.37907 -0.25958 4.93140 0.092
H 0.71656 -1.81947 4.50561 0.068
H 2.31212 -2.17552 6.28516 0.110
H 0.74507 -2.36148 7.00023 0.121
C -1.27756 3.70204 3.07059 -0.088
C -0.93578 3.86457 4.53978 -0.244
C -1.29686 5.20600 5.12131 -0.188
C -0.88705 6.38102 4.32292 -0.212
N -0.50223 7.27568 3.68596 0.146
H -1.98706 2.88370 2.94804 0.068
H -0.42354 3.49987 2.42416 0.053
H -1.79604 4.54534 2.61437 0.063
H 0.12745 3.66710 4.67635 0.115
H -1.52623 3.15764 5.12264 0.109
H -0.70799 5.29203 6.03451 0.124
H -2.37294 5.35893 5.20368 0.123
C -0.96081 0.17320 1.32387 -0.087
C -1.46491 -0.41606 -0.01481 -0.213
C -0.56412 -0.18247 -1.20783 -0.171
C 0.66670 -0.92589 -1.04107 -0.198
N 1.64157 -1.53039 -0.90523 0.211
H -0.15158 -0.34021 1.84315 0.057
H -1.71351 0.31935 2.09859 0.061
H -0.60591 1.18401 1.12282 0.056
H -2.36258 0.15336 -0.25572 0.086
H -1.76291 -1.45626 0.11673 0.096
H -0.22613 0.84364 -1.35256 0.105
H -0.95632 -0.49443 -2.17580 0.098
C 0.02145 -5.97320 -0.62888 -0.082
C 0.97514 -4.89217 -1.19784 -0.258
C 0.50641 -4.18026 -2.47952 -0.186
C 0.04541 -5.20241 -3.48868 -0.223
N -0.36898 -5.94958 -4.27318 0.152
H 0.54339 -6.48900 0.17712 0.064
H -0.03036 -6.77183 -1.36888 0.066
H -0.99933 -5.68502 -0.37777 0.069
H 1.93259 -5.36993 -1.40552 0.083
H 1.16569 -4.10811 -0.46500 0.068
H 1.25936 -3.49454 -2.86804 0.073
H -0.37793 -3.58964 -2.24034 0.103
C 2.94928 -4.52651 2.17662 -0.100
C 3.79639 -3.76748 1.15073 -0.142
O 3.91593 -2.51041 1.73922 0.049
C 3.21348 -2.43737 2.96498 -0.460
O 3.25604 -1.48004 3.72629 0.120
O 2.67298 -3.62801 3.24749 0.045
H 3.55673 -5.34953 2.55312 0.134
H 1.97613 -4.80946 1.77535 0.112
H 3.24208 -3.73372 0.21281 0.078
H 4.74376 -4.30589 1.12424 0.137
C -5.67406 3.24042 1.95619 -0.139
C -7.00601 2.48423 1.74831 -0.054
O -6.49564 1.26907 1.15289 0.115
C -5.23602 1.19540 1.23192 -0.643
O -4.52833 0.19823 1.03321 0.100
O -4.72672 2.25964 1.78235 0.081
H -5.62249 3.67941 2.95255 0.133
H -5.66958 4.01368 1.18797 0.130
H -7.65010 3.05122 1.07617 0.131
H -7.47915 2.29341 2.71155 0.131
C 1.59193 3.46135 -3.09386 -0.067
C 2.67198 4.09776 -2.22405 -0.148
O 3.64230 3.14505 -2.00688 0.082
C 3.04349 1.94761 -2.14979 -0.530
O 3.60207 0.83644 -1.95202 0.084
O 1.83970 2.11874 -2.65384 0.051
H 1.75277 3.50450 -4.17106 0.134
H 0.57482 3.77704 -2.86164 0.108
H 2.28908 4.38580 -1.24501 0.122
H 3.15931 4.95664 -2.68550 0.141
C 3.17691 1.00985 1.49925 -0.144
C 2.56713 2.34752 1.35297 -0.134
O 3.65789 3.25838 1.21184 0.066
C 4.77946 2.62861 1.67320 -0.494
O 5.85561 3.13767 2.00660 0.113
O 4.51679 1.31406 1.84704 0.082
H 3.00112 0.44296 0.58501 0.105
H 2.78081 0.45931 2.35254 0.112
H 1.90795 2.49926 2.20770 0.130
H 2.06265 2.24694 0.39198 0.112
C -1.92279 6.96372 0.24142 -0.135
C -0.48033 7.25972 -0.09729 -0.165
O 0.19911 6.08130 -0.21305 0.082
C -0.65323 5.04841 -0.05549 -0.452
O -0.30123 3.84173 -0.11707 0.069
O -1.90219 5.58069 0.15545 0.043
H -2.61866 7.45939 -0.43545 0.135
H -2.16711 7.23872 1.26748 0.118
H -0.12685 7.86543 0.73714 0.127
H -0.39583 7.84175 -1.01500 0.136
```

Properties
LUMO (eV): 0.00
Strongest force on any atom (eV Å⁻¹): 6.461
Kohn-Sham gap (eV): 9.506
2S+1: 1